Version w
Formula: C3H7O2
Source: the OMol25 dataset
Level of theory: ωB97M-V/def2-TZVPD

Last column: natural (NBO) charge in e.
CARTESIAN COORDINATES (ANGSTROEM)
C 0.97 0.62 1.41  -0.28
H 1.62 -0.05 0.83  0.21
H -1.37 -1.73 -1.37  0.18
H -2.29 -0.75 -0.21  0.17
H -0.80 -1.65 0.30  0.20
H 1.39 1.62 1.48  0.14
O 0.89 -0.27 -1.07  -0.89
C -0.28 0.08 -0.67  0.41
H -0.74 0.92 -1.25  0.05
H 0.78 0.10 2.36  0.14
C -1.28 -1.07 -0.49  -0.66
O -0.29 0.71 0.76  -0.67

Output
E_LUMO: 4.62 eV
spin multiplicity: 1
charge: -1
orbital gap: 7.352 eV

Version x
Formula: C3H7O2
Source: the OMol25 dataset
Level of theory: ωB97M-V/def2-TZVPD

Last column: natural (NBO) charge in e.
CARTESIAN COORDINATES (ANGSTROEM)
C 0.83 -0.58 0.31  -0.11
H -2.02 0.55 -1.02  0.07
C -0.90 0.63 -1.19  0.28
H -0.07 -0.37 2.19  0.21
O -0.47 -0.68 -0.29  -0.70
O -0.34 1.71 -0.76  -0.86
H 1.54 -1.22 -0.26  0.12
H 1.69 -0.64 2.36  0.17
C 0.78 -0.92 1.76  -0.62
H -0.61 0.21 -2.21  0.05
H 1.11 0.48 0.05  0.21
H 0.62 -1.97 1.97  0.18

Output
E_LUMO: 4.52 eV
spin multiplicity: 1
charge: -1
orbital gap: 7.468 eV

Q: Which of them is the least stable? A: version x.